The following is a DFT calculation (ωB97M-V with the def2-TZVPD basis set) of a molecular structure, C2H3N3O at a distorted geometry.

Structure (ORCA input):
```
! wB97M-V def2-TZVPD RIJCOSX def2/J DEFGRID3
* xyz 0 1
C 0.6221 -0.0512 -0.0289
C -1.3436 -0.6296 0.0075
H 2.2105 -0.8832 0.2166
H -2.2948 -1.1949 0.1624
H 0.1820 2.0484 -0.0283
N -0.1114 -1.1659 -0.0570
N -1.3918 0.6826 0.0240
N -0.1103 1.0347 -0.0167
O 1.9406 0.0318 0.0157
*
```

Values from the calculation:
energy above the lowest of the compared OMol25 structures with the same formula, charge and spin = 11.6 kcal per mole
lowest unoccupied orbital energy = 0.690 eV
HOMO = -0.34497 hartree
DFT total energy = -317.51379 hartree